# 1
55
Properties=species:S:1:pos:R:3 method="wB97M-V/def2-TZVPD" multiplicity=3 total_charge=+1 de_lowest_kj_mol=94.7 s_squared=2.00 total_energy_ha=-2904.57977 orbital_gap_ha="0.2466 / 0.3440" mol_weight_g_mol=468.814
Ti -0.041 0.896 -0.994
N 0.277 2.137 -2.975
C 0.699 3.441 -2.529
C -0.479 3.967 -1.569
N -0.849 2.904 -0.557
C -0.554 3.289 0.825
C 0.939 3.321 1.061
N 1.559 2.037 0.822
H 0.949 1.731 -3.613
H -0.628 2.125 -3.471
H 0.799 4.123 -3.288
H 1.664 3.505 -1.919
H -1.385 4.109 -2.241
H -0.192 4.966 -1.167
H -1.808 2.736 -0.638
H -0.908 2.456 1.470
H -1.043 4.204 1.203
H 1.101 3.815 2.041
H 1.415 4.002 0.345
H 1.693 1.447 1.646
H 2.379 2.128 0.255
S 2.475 0.261 -1.652
C 2.766 -1.358 -1.309
N 3.937 -1.984 -1.389
C 3.826 -3.321 -0.962
C 2.307 -3.596 -1.138
N 1.819 -2.236 -0.893
H 4.805 -1.591 -1.291
H 4.025 -3.461 0.110
H 4.360 -4.068 -1.564
H 1.940 -4.421 -0.403
H 2.125 -3.955 -2.158
H 0.925 -2.029 -1.272
N -3.178 -2.814 4.547
C -1.968 -2.236 4.461
O -1.185 -2.115 5.368
C -1.631 -1.576 3.130
C -0.353 -1.741 2.706
C -0.007 -1.116 1.538
N -0.738 -0.187 0.892
C -1.980 -0.003 1.365
C -2.486 -0.750 2.439
H -3.468 -3.166 5.436
H -3.838 -2.721 3.761
H 0.417 -2.391 3.284
H 1.019 -1.198 1.181
H -2.633 0.549 0.714
H -3.525 -0.661 2.713
Cl -2.639 -2.880 -0.845
C -2.631 -1.727 -2.249
C -1.660 -0.637 -2.001
O -2.081 0.501 -1.708
O -0.444 -0.984 -2.023
H -3.602 -1.324 -2.481
H -2.285 -2.402 -3.016

# 2
56
Properties=species:S:1:pos:R:3 method="wB97M-V/def2-TZVPD" multiplicity=1 total_charge=+1 total_energy_ha=-2030.14816 orbital_gap_ha=0.3039 mol_weight_g_mol=461.337
O -5.788 -7.003 -2.020
C -5.583 -6.024 -1.378
O -4.738 -5.034 -1.726
C -6.285 -5.778 -0.053
P -5.169 -5.718 1.363
C -3.729 -4.682 1.115
C -4.110 -3.185 1.190
C -3.718 -2.573 2.538
C -3.810 -1.048 2.535
F -2.571 -0.502 2.409
F -4.541 -0.622 1.460
C -4.474 -0.440 3.797
F -4.882 0.795 3.556
F -5.528 -1.178 4.173
F -3.594 -0.423 4.796
H -4.770 -4.933 -2.693
H -6.990 -6.594 0.096
H -6.828 -4.833 -0.100
H -5.891 -5.162 2.418
H -4.843 -7.007 1.780
H -3.030 -4.920 1.918
H -3.267 -4.938 0.164
H -3.538 -2.675 0.417
H -5.163 -3.008 0.967
H -4.335 -2.974 3.343
H -2.692 -2.871 2.753
C -1.337 1.967 1.144
C -0.042 1.980 1.926
O 1.086 2.221 1.076
C 1.306 3.505 0.780
O 0.660 4.441 1.168
O 2.369 3.565 -0.019
C 2.717 4.887 -0.452
H -1.279 1.253 0.321
H -2.166 1.702 1.789
H -1.540 2.949 0.717
H 0.145 1.006 2.376
H -0.069 2.717 2.727
H 2.832 5.554 0.399
H 1.959 5.274 -1.131
H 3.665 4.792 -0.973
C 8.949 4.345 -4.249
C 9.090 3.348 -3.119
O 7.923 3.334 -2.280
C 6.906 2.606 -2.731
O 6.883 1.961 -3.747
O 5.904 2.706 -1.854
C 4.723 1.992 -2.225
H 8.712 5.334 -3.856
H 9.878 4.406 -4.815
H 8.149 4.051 -4.928
H 9.909 3.628 -2.460
H 9.287 2.345 -3.494
H 4.947 0.950 -2.442
H 4.257 2.459 -3.092
H 4.046 2.051 -1.377

# 3
54
Properties=species:S:1:pos:R:3 method="wB97M-V/def2-TZVPD" multiplicity=6 total_charge=+1 s_squared=8.91 total_energy_ha=-2576.09994 orbital_gap_ha="0.1607 / 0.2481" mol_weight_g_mol=429.255
O 3.320 2.636 1.739
H 3.706 3.361 1.202
Fe 0.474 0.223 -0.218
N -0.148 1.932 -0.628
N -0.200 0.750 1.566
N 0.998 -0.563 -1.825
N 0.917 -1.531 0.376
O 0.123 2.402 -1.813
O 1.071 0.214 -2.944
O 1.197 -1.827 1.660
O 0.155 0.173 2.694
C -0.467 2.090 1.639
C -0.331 2.805 0.416
C 1.452 -1.839 -1.858
C 1.386 -2.420 -0.540
C -0.517 4.274 0.255
H 0.300 4.912 0.605
H -1.381 4.556 0.859
H -0.729 4.499 -0.788
C -0.908 2.654 2.946
H -0.071 2.644 3.686
H -1.735 2.019 3.339
H -1.267 3.691 2.796
C 1.899 -2.520 -3.123
C 1.746 -3.843 -0.221
H 2.413 -1.828 -3.821
H 1.063 -2.995 -3.681
H 2.601 -3.344 -2.893
H 1.495 -4.031 0.837
H 2.832 -4.068 -0.356
H 1.132 -4.516 -0.861
H 0.662 1.103 -2.627
H 0.835 -0.968 2.148
C 3.899 1.272 3.271
H 3.701 2.324 3.394
H 4.768 1.049 2.584
H 3.316 0.491 3.818
O 2.066 0.980 0.269
H 2.854 2.039 1.049
H 2.486 1.192 -0.632
C -5.090 -2.333 -1.475
C -3.793 -1.663 -1.128
C -3.126 -0.909 -2.091
C -1.950 -0.274 -1.755
N -1.407 -0.455 -0.539
C -2.037 -1.159 0.414
C -3.241 -1.772 0.152
H -5.790 -1.588 -1.891
H -4.930 -3.120 -2.234
H -5.527 -2.784 -0.571
H -3.498 -0.788 -3.100
H -1.432 0.379 -2.448
H -1.562 -1.206 1.395
H -3.728 -2.322 0.951

# 4
51
Properties=species:S:1:pos:R:3 method="wB97M-V/def2-TZVPD" multiplicity=1 total_charge=+1 de_lowest_kj_mol=0.0 total_energy_ha=-1873.68485 orbital_gap_ha=0.3097 mol_weight_g_mol=568.539
Pb -0.039 -1.118 1.702
P -2.338 -0.445 0.137
C -2.141 -0.031 -1.670
C -0.804 0.596 -2.015
N 0.279 0.237 -1.300
C 1.476 0.723 -1.655
C 1.657 1.547 -2.777
C 0.549 1.856 -3.570
C -0.690 1.356 -3.188
C 2.670 0.487 -0.743
P 2.440 -0.992 0.328
H -1.573 1.454 -3.820
H 2.641 1.984 -2.952
H 0.669 2.462 -4.464
H 3.594 0.356 -1.336
H 2.780 1.375 -0.093
H -2.181 -0.976 -2.233
H -2.978 0.612 -2.019
H -1.326 -3.189 -2.298
O -2.153 -3.266 -2.802
H -1.889 -2.921 -3.687
H -0.518 -3.719 -0.125
O 0.190 -3.659 -0.798
H 0.281 -4.592 -1.069
C 2.905 -2.301 -0.837
H 3.899 -2.111 -1.260
H 2.897 -3.253 -0.300
H 2.150 -2.380 -1.620
C 3.892 -0.872 1.420
H 3.887 -1.744 2.087
H 4.817 -0.854 0.825
H 3.816 0.028 2.047
C -3.136 1.078 0.740
H -4.121 1.186 0.262
H -3.253 1.084 1.833
H -2.522 1.946 0.471
C -3.708 -1.652 0.111
H -3.946 -1.966 1.138
H -4.601 -1.225 -0.368
H -3.391 -2.531 -0.467
O 0.821 2.760 0.841
C 0.450 2.426 1.953
C 0.180 3.283 3.190
C -0.299 2.321 4.264
C -0.343 0.989 3.570
O -0.782 -0.114 4.001
N 0.153 1.116 2.304
H 1.097 3.793 3.488
H -0.562 4.051 2.959
H 0.385 2.242 5.117
H -1.283 2.561 4.679

# 5
51
Properties=species:S:1:pos:R:3 method="wB97M-V/def2-TZVPD" multiplicity=3 total_charge=+1 de_lowest_kj_mol=23.8 s_squared=2.01 total_energy_ha=-2530.24811 orbital_gap_ha="0.1915 / 0.3383" mol_weight_g_mol=409.206
Ti -0.232 -0.638 0.706
P -2.548 -0.384 0.120
C -2.409 0.105 -1.680
C -1.022 0.682 -2.005
N 0.021 0.383 -1.180
C 1.315 0.695 -1.568
C 1.548 1.519 -2.663
C 0.493 1.829 -3.514
C -0.794 1.323 -3.224
C 2.484 0.396 -0.623
P 2.650 -1.195 0.233
H -1.667 1.533 -3.845
H 2.580 1.868 -2.867
H 0.629 2.461 -4.386
H 3.433 0.313 -1.195
H 2.559 1.191 0.145
H -2.624 -0.815 -2.251
H -3.174 0.904 -1.895
H -1.049 -3.064 -2.178
O -1.660 -3.471 -2.816
H -1.557 -2.912 -3.621
H 1.566 -1.925 0.691
O -0.259 -2.442 0.575
H -0.313 -3.320 0.150
C 3.164 -2.443 -0.911
H 4.100 -2.063 -1.321
H 3.266 -3.392 -0.380
H 2.385 -2.536 -1.669
C 3.567 -1.192 1.787
H 3.347 -2.056 2.429
H 4.598 -1.195 1.450
H 3.314 -0.296 2.360
C -3.451 1.016 0.772
H -4.431 1.066 0.286
H -3.583 0.941 1.860
H -2.907 1.939 0.562
C -3.654 -1.797 0.227
H -3.826 -2.063 1.278
H -4.607 -1.557 -0.252
H -3.186 -2.641 -0.290
O -0.474 -0.445 2.686
C -0.163 0.827 2.612
C -0.204 1.832 3.700
C 0.340 3.079 2.987
C 0.779 2.624 1.595
O 1.382 3.246 0.736
N 0.349 1.291 1.475
H -1.262 1.942 3.978
H 0.405 1.496 4.561
H -0.429 3.862 2.868
H 1.214 3.477 3.509

# 6
47
Properties=species:S:1:pos:R:3 method="wB97M-V/def2-TZVPD" multiplicity=1 de_lowest_kj_mol=0.0 total_energy_ha=-1225.50834 orbital_gap_ha=0.3091 smiles="CCNC(=S)N1CCC(NC(=O)C2CCCCC2)CC1" mol_weight_g_mol=297.468
C 6.032 -0.116 -0.082
H 6.416 -0.605 0.810
H 6.868 0.119 -0.735
H 5.552 0.816 0.208
C 5.052 -1.024 -0.806
N 3.962 -1.377 0.077
C 3.141 -2.420 -0.175
N 2.163 -2.696 0.729
C 1.011 -3.482 0.344
C -0.286 -2.677 0.549
H -1.008 -2.948 -0.222
C 0.026 -1.185 0.477
N -1.185 -0.393 0.457
C -1.206 0.855 -0.070
O -0.220 1.361 -0.562
C -2.574 1.521 -0.038
C -3.335 1.110 -1.305
C -4.700 1.790 -1.357
C -4.541 3.306 -1.310
C -3.790 3.722 -0.049
C -2.427 3.042 0.013
H -1.811 3.357 -0.831
H -1.905 3.327 0.929
H -3.660 4.805 -0.032
H -4.376 3.443 0.831
H -5.523 3.784 -1.334
H -3.984 3.638 -2.188
H -5.221 1.496 -2.270
H -5.303 1.461 -0.506
H -2.747 1.404 -2.176
H -3.455 0.024 -1.331
H -3.129 1.177 0.842
H -1.994 -0.757 0.935
C 0.929 -0.788 1.660
C 1.931 -1.923 1.927
H 1.514 -2.618 2.664
H 2.874 -1.553 2.332
H 1.429 0.151 1.418
H 0.315 -0.618 2.547
H 0.550 -0.963 -0.460
H -0.729 -2.901 1.522
H 0.984 -4.406 0.933
H 1.140 -3.754 -0.706
S 3.386 -3.397 -1.492
H 3.625 -0.625 0.658
H 5.538 -1.952 -1.116
H 4.670 -0.530 -1.709

# 7
51
Properties=species:S:1:pos:R:3 method="wB97M-V/def2-TZVPD" multiplicity=1 total_charge=+1 de_lowest_kj_mol=9.1 total_energy_ha=-1141.88638 orbital_gap_ha=0.2829 smiles="CNC(=O)[C@@H](CCCC[NH3+])NC(=O)[C@@H](Cc1cnc[nH]1)NC(C)=O" mol_weight_g_mol=339.420
O -0.503 0.838 3.210
O -0.833 1.285 -1.252
O 2.520 -0.810 -1.934
N -5.648 2.106 -0.622
C -1.686 1.101 3.005
C -0.606 1.368 -0.028
C 2.109 -0.129 -0.993
C -4.885 1.363 -1.413
C -4.780 3.034 -0.025
C -3.515 2.804 -0.451
N -3.586 1.788 -1.322
N 2.737 0.957 -0.581
N -2.070 1.841 1.991
N 0.211 0.467 0.539
C -2.768 0.580 3.938
C 3.780 1.623 -1.366
C 2.276 -2.783 0.390
C 1.631 -3.663 -0.681
C -2.220 3.413 0.102
C 1.358 -1.662 0.951
C 2.720 -4.332 -1.549
C -1.298 2.433 0.880
C 0.937 -0.627 -0.154
N 3.160 -3.436 -2.662
H -5.263 0.593 -2.101
H -5.054 3.712 0.745
H -2.776 1.398 -1.807
H 2.331 1.495 0.161
H -3.040 1.998 1.983
H 0.278 0.526 1.559
H -3.353 -0.184 3.382
H -3.462 1.400 4.192
H -2.365 0.136 4.859
H 4.674 1.043 -1.385
H 4.061 2.592 -0.950
H 3.399 1.770 -2.363
H 2.616 -3.402 1.201
H 3.163 -2.334 -0.061
H 1.089 -4.433 -0.116
H 0.974 -3.099 -1.337
H -1.663 3.822 -0.768
H -2.469 4.216 0.771
H 0.443 -2.103 1.381
H 1.827 -1.156 1.802
H 2.358 -5.260 -1.954
H 3.564 -4.548 -0.854
H -0.436 3.013 1.376
H 0.241 -1.112 -0.837
H 2.508 -3.494 -3.449
H 4.065 -3.713 -3.005
H 3.247 -2.435 -2.398

# 8
54
Properties=species:S:1:pos:R:3 method="wB97M-V/def2-TZVPD" multiplicity=1 total_charge=+4 de_lowest_kj_mol=108.4 total_energy_ha=-1973.48001 orbital_gap_ha="0.1883 / 0.1894" mol_weight_g_mol=508.627
Ce 10.789 11.740 4.932
C 12.639 16.642 4.939
N 11.332 16.445 5.565
C 10.649 17.694 5.996
C 10.786 15.203 5.722
N 11.417 14.104 5.430
N 9.507 15.282 6.240
C 8.624 14.240 6.409
N 7.397 14.659 6.837
N 8.929 13.013 6.116
H 13.435 16.289 5.594
H 12.761 17.681 4.762
H 12.746 16.130 3.965
H 10.337 17.563 6.996
H 9.779 17.906 5.368
H 11.354 18.452 5.952
H 12.360 14.302 5.168
H 9.087 16.177 6.287
H 7.218 15.548 7.215
H 6.605 14.128 6.579
H 8.093 12.448 6.244
O 12.482 10.518 4.066
N 13.598 9.955 4.582
C 14.471 9.492 3.709
C 15.552 8.720 4.087
C 15.608 8.470 5.473
C 14.721 9.006 6.425
C 13.652 9.769 5.894
S 12.375 10.587 6.833
H 14.252 9.844 2.712
H 16.328 8.319 3.450
H 16.473 8.006 5.878
H 14.826 8.956 7.533
C 8.044 6.838 6.598
C 8.829 8.100 6.244
N 8.158 8.866 5.230
C 7.839 8.081 4.053
C 6.822 6.925 4.388
N 6.664 6.907 5.895
C 5.943 8.198 6.268
C 6.893 9.407 5.766
H 7.763 6.744 7.635
H 8.465 5.916 6.259
H 9.879 7.843 5.976
H 9.024 8.771 7.078
H 8.745 7.688 3.563
H 7.336 8.769 3.310
H 7.116 5.963 3.960
H 5.903 7.218 3.818
H 6.086 6.144 6.190
H 5.761 8.217 7.308
H 4.968 8.285 5.800
H 7.073 10.100 6.552
H 6.476 9.933 4.921